{"formula": "C28H42N9O2Rh", "method": "the ωB97M-V functional and the def2-TZVPD basis", "e_homo_ha": [-0.2395, -0.2387], "lumo_energy_ev": [-0.05, -0.06], "species": ["Rh", "N", "C", "C", "N", "H", "H", "H", "H", "H", "H", "H", "H", "C", "C", "C", "C", "C", "C", "C", "C", "C", "C", "H", "H", "H", "H", "H", "H", "H", "H", "H", "H", "H", "H", "N", "C", "C", "C", "N", "C", "N", "C", "C", "N", "C", "N", "C", "C", "C", "N", "C", "H", "H", "H", "H", "H", "H", "H", "H", "H", "H", "H", "H", "H", "O", "C", "O", "C", "N", "C", "C", "C", "H", "H", "H", "H", "H", "H", "H", "H", "H"], "xyz": [[0.210, -0.097, -0.313], [1.926, 1.539, -0.301], [2.700, 1.597, -1.546], [1.788, 1.440, -2.760], [0.975, 0.235, -2.629], [1.379, 2.384, -0.184], [2.516, 1.464, 0.519], [3.424, 0.778, -1.545], [3.255, 2.534, -1.644], [2.407, 1.434, -3.663], [1.119, 2.301, -2.813], [1.549, -0.600, -2.668], [0.270, 0.180, -3.351], [-2.218, 1.004, -2.569], [-2.245, 1.681, -1.193], [-3.476, 1.142, -0.443], [-1.030, 1.363, -0.370], [-2.245, 3.212, -1.296], [-1.365, 3.862, -2.159], [-1.262, 5.246, -2.186], [-2.041, 6.022, -1.342], [-2.926, 5.393, -0.480], [-3.022, 4.008, -0.456], [-2.021, -0.060, -2.438], [-1.448, 1.421, -3.216], [-3.180, 1.134, -3.069], [-3.421, 0.053, -0.414], [-4.394, 1.437, -0.956], [-3.519, 1.499, 0.587], [-0.970, 2.026, 0.505], [-0.743, 3.286, -2.830], [-0.571, 5.719, -2.874], [-1.955, 7.101, -1.352], [-3.553, 5.983, 0.177], [-3.727, 3.554, 0.228], [-0.979, -1.693, 0.373], [-0.640, -2.540, 1.097], [-0.265, -3.571, 1.946], [0.804, -4.414, 1.563], [1.674, -5.094, 1.220], [-0.936, -3.721, 3.189], [-1.503, -3.815, 4.190], [1.085, -5.233, -2.798], [0.001, -4.447, -2.089], [0.497, -3.094, -1.870], [1.726, -2.911, -1.272], [1.930, -1.803, -0.617], [3.246, -1.625, -0.018], [4.335, -2.187, -0.911], [4.048, -3.667, -1.084], [2.675, -3.856, -1.530], [2.329, -5.218, -1.930], [1.302, -4.751, -3.755], [0.765, -6.258, -2.987], [-0.255, -4.941, -1.144], [-0.903, -4.388, -2.693], [-0.184, -2.444, -1.504], [3.280, -2.145, 0.948], [3.398, -0.566, 0.185], [5.326, -2.043, -0.478], [4.306, -1.695, -1.888], [4.222, -4.202, -0.145], [4.701, -4.100, -1.846], [2.181, -5.837, -1.040], [3.179, -5.621, -2.482], [1.051, 2.564, 2.563], [0.156, 1.770, 2.725], [0.223, 0.514, 2.306], [-1.160, 2.106, 3.424], [-2.065, 0.942, 3.389], [-2.383, 0.563, 4.780], [-2.183, 1.841, 5.588], [-0.954, 2.453, 4.914], [-1.587, 2.962, 2.896], [-0.670, 0.140, 2.529], [-2.900, 1.138, 2.857], [-1.674, -0.199, 5.112], [-3.382, 0.140, 4.851], [-2.043, 1.650, 6.651], [-3.044, 2.505, 5.470], [-0.041, 1.990, 5.294], [-0.872, 3.528, 5.062]], "lowdin_charge": [0.776, -0.024, -0.237, -0.247, -0.019, 0.074, 0.079, 0.095, 0.114, 0.111, 0.089, 0.059, 0.064, -0.051, -0.548, -0.042, -0.072, -0.180, -0.039, -0.076, -0.092, -0.078, -0.038, 0.076, 0.054, 0.093, 0.085, 0.098, 0.061, 0.058, 0.085, 0.103, 0.101, 0.103, 0.100, 0.047, -0.198, -0.268, -0.226, 0.155, -0.247, 0.117, -0.160, -0.186, 0.063, -0.407, 0.004, -0.225, -0.165, -0.161, -0.036, -0.166, 0.117, 0.117, 0.115, 0.119, 0.065, 0.122, 0.079, 0.116, 0.112, 0.123, 0.120, 0.096, 0.119, 0.089, -0.541, 0.036, -0.234, -0.024, -0.181, -0.170, -0.118, 0.153, 0.085, 0.106, 0.119, 0.119, 0.111, 0.112, 0.125, 0.117]}

{"formula": "C28H42NO2SiTm", "method": "the ωB97M-V functional and the def2-TZVPD basis", "s2": 2.003, "e_homo_ha": [-0.2419, -0.2422], "multiplicity": 3, "lumo_energy_ev": [0.33, 0.33], "species": ["O", "C", "C", "H", "H", "C", "H", "H", "C", "H", "H", "H", "C", "H", "H", "H", "Tm", "C", "C", "C", "H", "C", "C", "H", "H", "H", "H", "C", "C", "C", "H", "C", "C", "H", "H", "H", "H", "O", "C", "C", "H", "H", "C", "H", "H", "C", "H", "H", "H", "H", "C", "Si", "C", "C", "N", "C", "C", "C", "C", "C", "C", "H", "H", "H", "H", "H", "H", "H", "H", "H", "H", "H", "H", "H", "H"], "xyz": [[-0.267, -0.456, -4.902], [-0.309, 0.832, -5.576], [-0.286, 0.373, -7.002], [0.540, 1.453, -5.296], [-1.233, 1.374, -5.307], [-0.266, -1.000, -6.293], [0.664, 0.680, -7.471], [-1.192, 0.658, -7.538], [1.063, -1.658, -6.564], [1.863, -0.935, -6.342], [1.242, -1.900, -7.622], [1.191, -2.556, -5.964], [-1.506, -1.842, -6.531], [-2.437, -1.268, -6.308], [-1.515, -2.730, -5.891], [-1.658, -2.175, -7.558], [-0.783, -1.008, 1.236], [-3.031, -0.964, 2.046], [-2.588, 0.406, 2.009], [-2.349, 0.779, 0.656], [-2.551, 1.097, 2.850], [-2.665, -0.359, -0.162], [-3.089, -1.425, 0.695], [-3.411, -2.412, 0.360], [-3.318, -1.539, 2.930], [-2.159, 1.787, 0.292], [-2.684, -0.363, -1.249], [0.751, -2.526, 2.504], [-0.149, -3.326, 1.720], [0.218, -3.158, 0.347], [-0.951, -3.953, 2.113], [1.275, -2.178, 0.282], [1.610, -1.810, 1.611], [2.490, -1.242, 1.906], [0.890, -2.606, 3.572], [-0.201, -3.697, -0.494], [1.800, -1.842, -0.604], [1.495, 1.118, -1.382], [0.342, 0.319, -1.914], [-0.669, 1.266, -2.655], [-0.244, -0.270, -1.121], [0.798, -0.387, -2.631], [0.390, 2.407, -2.963], [-1.456, 1.708, -1.985], [-1.255, 0.796, -3.469], [0.981, 2.454, -1.546], [0.007, 3.370, -3.266], [1.118, 2.037, -3.720], [0.072, 2.625, -0.919], [1.782, 3.161, -1.270], [-2.195, 0.067, 5.241], [-0.359, 0.042, 4.907], [0.103, 1.513, 5.982], [0.430, -1.448, 5.721], [0.096, 0.297, 3.225], [1.214, 1.075, 3.035], [1.275, 2.012, 1.974], [2.485, 2.520, 1.548], [3.680, 2.236, 2.248], [3.600, 1.473, 3.420], [2.391, 0.933, 3.839], [-2.309, 0.295, 6.318], [-2.696, -0.885, 5.030], [-2.687, 0.876, 4.687], [-0.464, 1.388, 6.917], [1.168, 1.595, 6.229], [-0.216, 2.453, 5.510], [0.064, -2.400, 5.318], [1.525, -1.438, 5.657], [0.164, -1.420, 6.789], [0.331, 2.274, 1.472], [2.529, 3.154, 0.657], [4.642, 2.621, 1.902], [4.506, 1.302, 4.008], [2.357, 0.346, 4.756]], "lowdin_charge": [-0.104, -0.223, -0.075, 0.097, 0.125, -0.548, 0.122, 0.118, -0.025, 0.094, 0.097, 0.086, -0.018, 0.098, 0.086, 0.087, 1.385, -0.197, -0.206, -0.193, 0.087, -0.215, -0.204, 0.116, 0.109, 0.109, 0.109, -0.191, -0.215, -0.194, 0.109, -0.188, -0.167, 0.119, 0.074, 0.102, 0.105, -0.136, -0.146, -0.152, 0.069, 0.121, -0.144, 0.104, 0.087, -0.222, 0.110, 0.105, 0.110, 0.117, -0.180, 0.383, -0.180, -0.183, -0.162, -0.421, -0.059, -0.104, -0.110, -0.106, -0.074, 0.039, 0.022, 0.022, 0.027, 0.026, 0.043, 0.016, 0.031, 0.038, 0.095, 0.081, 0.090, 0.100, 0.076]}